# 1
# C28H78ClN6O12

9 unconnected molecules or ions with the total composition C28H78ClN6O12 at a distorted geometry (ωB97M-V/def2-TZVPD, the Open Molecules 2025 dataset).

Positions of all 125 atoms, in Å:
H  0.842  0.132  -6.202
H  4.708  -1.297  0.988
H  3.285  3.074  2.222
O  -0.445  -4.303  -4.990
C  2.282  3.289  2.617
C  4.603  0.080  2.450
H  -6.781  -3.031  4.305
H  1.642  4.498  -1.562
N  2.292  4.651  3.205
C  1.347  3.245  1.442
C  -6.809  -2.418  3.403
H  -1.314  -4.735  -2.491
H  3.630  1.150  -0.166
H  -3.648  -4.699  -2.847
H  -3.920  0.010  6.076
H  -4.497  -0.502  -0.534
H  1.266  1.787  -3.150
C  1.073  4.124  -0.712
H  -0.961  -2.450  5.446
C  -2.037  2.473  -2.814
H  2.992  4.675  3.939
H  -3.053  0.670  -2.266
H  3.357  -0.385  4.159
H  -5.563  -0.407  2.134
H  -1.170  -2.444  -4.508
O  -3.039  -1.157  4.615
H  -3.124  -2.676  -0.187
C  -2.407  1.026  -3.075
O  0.935  0.449  -0.654
H  -2.644  1.333  -5.189
H  -7.413  -2.990  2.682
H  -0.478  -1.781  2.639
H  1.516  -4.621  -4.397
H  2.686  2.683  -3.616
H  7.644  2.498  3.122
H  2.598  2.182  4.475
H  1.159  3.135  -4.353
N  -3.776  -2.846  0.587
H  0.639  3.150  -0.958
H  -2.001  -1.942  -2.160
H  -3.627  -3.076  -3.502
C  -5.347  -1.455  1.850
H  6.344  3.767  3.173
O  1.222  -1.832  -1.212
C  6.843  3.001  2.570
O  1.918  4.040  0.411
N  5.373  -0.699  1.474
C  -0.697  -1.722  4.674
C  4.285  0.289  -2.024
C  4.131  -0.854  3.551
H  0.906  2.668  4.097
H  -3.333  -0.205  -4.551
H  0.263  4.843  -0.513
H  -2.901  3.143  -2.814
H  6.258  0.743  3.643
C  1.741  2.286  -3.995
C  -1.676  -3.798  -2.925
H  1.644  1.319  3.268
H  2.484  1.768  -5.947
H  -1.530  2.566  -1.851
O  5.927  2.055  2.073
H  4.964  -1.154  4.193
H  2.646  0.495  -4.721
H  -0.623  0.389  -2.383
C  -1.735  -0.630  4.668
O  5.487  1.908  -0.692
H  -3.921  0.710  4.395
H  -6.314  1.585  -5.026
H  3.606  2.264  -1.505
O  2.038  -1.047  0.841
H  0.680  -0.455  5.852
C  -0.728  -3.312  -4.007
H  -7.279  -1.443  3.586
O  -5.487  -2.275  2.978
H  -3.056  -4.440  -4.486
H  1.432  -1.868  5.117
H  -4.650  -3.023  0.089
N  -1.744  -2.862  -1.789
H  0.074  -3.092  3.410
H  3.741  -1.770  3.109
H  4.554  -0.654  -1.549
C  0.583  -5.166  -4.591
N  -1.245  0.123  -3.150
H  0.760  -5.884  -5.394
H  -3.195  -1.472  2.049
C  1.853  2.305  3.690
H  0.214  -2.929  -3.592
H  -4.969  -0.655  4.802
H  5.716  -0.079  0.741
H  -5.045  1.284  -6.193
C  -4.000  -0.199  5.003
C  -3.770  -0.404  0.277
C  -3.071  -4.018  -3.478
H  -6.080  -1.715  1.068
O  0.724  0.740  -5.467
H  5.420  2.141  0.243
O  -0.280  -1.222  0.516
H  0.356  3.647  1.701
H  -1.369  2.846  -3.599
C  1.990  1.286  -5.096
H  -0.778  -2.663  -1.521
N  -0.701  -2.436  3.388
Cl  0.968  -0.901  -0.130
H  0.331  -5.745  -3.693
H  4.798  1.743  3.759
C  0.667  -1.105  4.966
H  -2.750  -0.421  -0.116
H  -3.856  0.593  0.731
H  -1.549  0.027  3.800
C  4.184  1.443  -1.064
H  7.306  3.483  1.708
H  -0.699  0.393  -3.973
H  5.016  0.507  -2.811
O  -4.461  1.484  -4.210
H  -1.603  -0.038  5.587
C  -5.376  1.048  -5.167
H  -5.560  -0.031  -5.098
C  -3.958  -1.547  1.275
H  3.336  0.138  -2.542
H  0.972  -0.476  4.126
H  2.606  5.294  2.485
H  3.714  0.522  1.977
C  -3.194  0.867  -4.357
H  1.235  2.210  1.090
C  5.432  1.176  3.059

## Properties
Maximum force: 0.02412 Eh/bohr
Gap between HOMO and LUMO: 8.468 eV
LUMO: 0.0888 hartree
Net charge: -1

Mulliken atomic charge list, values in e, 5 entries: number 1, H, carries 0.238; number 2, H, carries 0.440; number 3, H, carries -0.376; number 4, O, carries -0.478; number 5, C, carries 1.703

=====

# 2
# C33H40AsBrN3SSi2Ti

A molecular structure, C33H40AsBrN3SSi2Ti at a distorted geometry (ωB97M-V/def2-TZVPD, the Open Molecules 2025 dataset).

Positions of all 82 atoms, in Å:
C  2.989  -3.758  0.358
C  2.603  3.665  -0.406
C  2.609  -2.867  -0.683
C  2.034  -4.287  1.160
C  0.068  2.768  0.079
C  -2.293  3.101  0.795
C  -3.021  0.826  -0.597
H  4.038  -4.007  0.489
H  -1.581  -1.717  -5.090
C  1.004  -0.091  1.810
C  -0.993  -2.824  -0.477
H  -2.343  0.826  -3.315
H  -2.477  -4.768  1.897
C  0.256  1.956  -6.091
Br  -0.783  -0.538  2.135
H  1.328  -4.024  -4.801
H  -0.125  -5.259  2.478
H  3.250  -1.624  -2.315
H  2.559  2.125  -1.907
H  5.270  1.810  1.287
H  1.162  2.571  -6.144
C  3.663  -2.360  -1.632
Ti  0.056  0.025  -1.072
H  3.014  0.152  -0.683
H  -3.007  -3.259  -0.003
C  2.710  0.155  0.353
C  -0.157  3.425  -3.529
H  5.235  0.675  -0.062
C  0.375  -3.104  -0.140
H  2.321  4.994  1.265
H  0.482  0.996  -6.566
H  -2.675  2.166  -4.427
S  -1.397  -1.756  -1.828
H  -0.811  -0.715  -6.344
C  -1.669  -4.315  1.334
H  1.720  -3.388  -3.188
H  2.228  -0.540  -6.510
N  1.411  -0.095  0.550
H  1.425  0.147  3.894
C  -0.704  -1.624  -5.741
C  1.004  -3.336  -4.007
H  -0.696  3.459  -2.577
C  0.669  -3.995  0.914
N  0.810  2.140  -0.855
H  3.822  0.674  3.474
C  5.047  0.778  1.007
C  3.620  0.439  1.350
H  -0.536  2.448  -6.671
C  -1.337  2.333  0.128
H  -3.335  -0.065  -1.120
H  -2.310  0.546  -5.061
H  3.244  -1.486  -5.419
H  4.047  -3.195  -2.225
C  -1.661  1.165  -0.593
H  -4.371  3.316  1.284
C  0.605  3.768  0.887
H  0.873  3.757  -3.362
H  4.515  -1.931  -1.095
H  5.746  0.132  1.542
C  -2.065  1.266  -4.276
H  0.033  -3.663  -3.623
H  3.595  4.014  -0.669
C  1.888  4.216  0.646
Si  -0.261  1.735  -4.308
C  1.831  0.169  2.894
H  -0.680  -2.487  -6.420
C  2.030  2.620  -1.106
N  1.368  -2.506  -0.882
H  -0.636  4.132  -4.221
C  3.150  0.446  2.650
H  2.296  -4.962  1.970
C  2.289  -1.487  -5.959
H  0.011  4.194  1.684
C  -3.984  1.580  0.061
H  -2.010  4.013  1.312
H  2.296  -2.314  -6.684
C  -0.373  -4.583  1.666
Si  0.868  -1.638  -4.751
H  -5.025  1.279  0.016
C  -3.623  2.721  0.770
C  -1.973  -3.451  0.259
As  1.177  0.180  -3.302

## Properties
Relative energy (zero: lowest compared OMol25 entry of this formula, charge and spin): 1.211 eV
Maximum force: 0.03138 Eh/bohr
Spin multiplicity: 2
Expectation value of S²: 0.76
Gap between HOMO and LUMO (alpha / beta): 6.333 / 6.139 eV
LUMO (alpha / beta): -0.0119 / -0.0198 hartree

Mulliken atomic charge list, values in e, 5 entries: number 1, C, carries -1.108; number 2, C, carries -1.163; number 3, C, carries 1.026; number 4, C, carries -1.093; number 5, C, carries 0.647

=====

# 3
# C7H28FN14O7

8 unconnected molecules or ions with the total composition C7H28FN14O7 at a distorted geometry (ωB97M-V/def2-TZVPD, the Open Molecules 2025 dataset).

Positions of all 57 atoms, in Å:
N  12.650  -11.329  16.781
O  7.509  -8.332  15.813
O  6.404  -12.353  20.783
C  6.261  -12.260  19.594
H  10.107  -11.148  19.653
C  13.799  -11.215  17.275
O  8.585  -17.085  20.493
N  10.538  -9.186  18.948
N  8.694  -10.180  16.316
O  9.332  -8.414  20.610
N  11.170  -15.057  16.399
H  4.948  -12.095  18.058
C  9.014  -16.389  19.574
H  7.923  -10.090  18.320
C  10.041  -15.068  15.847
C  13.097  -13.289  21.210
H  8.198  -14.241  16.113
N  12.420  -13.981  20.333
H  9.334  -14.622  18.898
H  7.040  -12.132  17.733
H  8.022  -12.784  18.986
H  9.514  -13.459  16.871
O  9.724  -15.884  14.976
H  11.882  -15.634  15.976
N  9.924  -16.781  18.785
H  4.460  -11.623  19.722
O  14.610  -10.667  16.623
H  6.965  -8.697  18.230
N  5.145  -11.873  19.024
H  11.994  -11.619  17.492
H  8.838  -10.937  16.968
H  14.890  -11.706  18.812
O  13.207  -12.073  21.213
H  8.054  -14.770  20.023
N  13.978  -11.843  18.401
H  12.212  -14.969  20.364
H  10.882  -8.278  18.670
H  11.309  -14.280  17.029
H  13.199  -12.300  18.854
N  7.105  -12.504  18.670
H  13.985  -13.906  22.821
F  10.521  -12.671  18.363
N  9.198  -14.182  16.241
H  12.432  -11.074  15.828
N  9.442  -10.583  20.163
H  13.685  -15.137  21.625
H  10.177  -17.757  18.842
N  7.401  -9.459  17.730
N  8.638  -15.214  19.329
H  10.293  -16.256  18.004
C  9.752  -9.318  19.982
N  13.926  -14.183  21.852
H  11.817  -13.465  19.709
H  9.314  -10.018  15.535
H  10.840  -9.925  18.329
C  7.795  -9.260  16.558
H  9.045  -11.016  20.984

## Properties
Relative energy (zero: lowest compared OMol25 entry of this formula, charge and spin): 4.383 eV
Maximum force: 0.16464 Eh/bohr
Gap between HOMO and LUMO: 9.536 eV
LUMO: 0.0881 hartree
Net charge: -1

Mulliken atomic charge list, values in e, 5 entries: number 1, N, carries -0.162; number 2, O, carries -0.747; number 3, O, carries -0.666; number 4, C, carries 0.643; number 5, H, carries -0.062

=====

# 4
# C9H7N

C9H7N in the gas phase at a distorted geometry (ωB97M-V/def2-TZVPD, the Open Molecules 2025 dataset).

Positions of all 17 atoms, in Å:
H  -2.529  -1.099  0.502
H  -2.641  -0.513  -1.017
C  -1.810  2.167  -0.056
C  1.922  1.948  -0.019
C  -2.619  -0.189  -0.015
C  -0.228  0.556  0.102
C  0.566  2.036  0.160
H  2.662  2.680  -0.123
H  3.633  0.809  -0.311
H  -3.637  0.141  0.179
N  -1.602  0.779  -0.049
H  2.342  -1.405  -0.124
H  0.059  -1.525  0.018
C  -0.630  2.701  0.016
C  1.878  -0.517  -0.041
C  0.480  -0.613  0.069
C  2.518  0.697  -0.112

## Properties
Relative energy (zero: lowest compared OMol25 entry of this formula, charge and spin): 5.816 eV
Maximum force: 0.07894 Eh/bohr
Gap between HOMO and LUMO (alpha / beta): 6.789 / 6.846 eV
LUMO (alpha / beta): -0.0503 / -0.0481 hartree
SMILES: Cn1c#cc2ccccc21

Mulliken atomic charge list, values in e, 5 entries: number 1, H, carries 0.375; number 2, H, carries 0.452; number 3, C, carries -0.538; number 4, C, carries -0.565; number 5, C, carries -1.108

=====

Q: What is the maximum force in the third record?
A: 0.16464 Eh/bohr

=====

Q: Which of these has the highest maximum force?
A: C7H28FN14O7

=====

Q: Which formula does entry 2 have?
A: C33H40AsBrN3SSi2Ti